1.
Computed, not measured: a gas-phase ion, C7H11O (charge +1) in a non-equilibrium geometry, with the ωB97M-V functional and the def2-TZVPD basis.

## Properties
F_max (eV/A): 4.111
Energy (eV): -9474.317
Frontier orbital gap (Ha): 0.418

ORCA input file:
```
! wB97M-V def2-TZVPD RIJCOSX def2/J DEFGRID3
* xyz 1 1
C -0.40532 1.09416 -0.38337
C -1.20542 0.09387 -0.06862
C -0.52981 -1.23947 -0.36794
C 1.85778 -0.36218 0.68723
C 1.91088 1.01016 0.10667
C 0.93503 -0.79102 -0.46669
C -2.63834 0.16515 0.24684
O 0.85072 0.66313 -0.88084
H -0.46418 2.33700 -0.24459
H -0.62293 -1.98582 0.34464
H -0.92748 -1.88805 -1.24611
H 2.89262 -0.89803 0.75082
H 1.41104 -0.46150 1.64684
H 1.50711 1.75657 0.81890
H 2.88580 1.03435 -0.51274
H 1.49064 -1.32824 -1.19315
H -2.75764 0.82919 1.02662
H -3.13028 -0.74418 0.29181
H -3.06023 0.71490 -0.55632
*
```

---

2.
Computed, not measured: a molecular structure, C7H11O4PTb in a non-equilibrium geometry, with the ωB97M-V functional and the def2-TZVPD basis.

## Properties
F_max (eV/A): 8.031
Energy (eV): -47316.401
Frontier orbital gap (alpha / beta) (Ha): 0.269 / 0.273
Expectation value of S²: 12.6728

ORCA input file:
```
! wB97M-V def2-TZVPD RIJCOSX def2/J DEFGRID3
* xyz 3 7
Tb -0.25876 -0.63765 0.30163
C -0.17744 1.52688 -0.60196
O 0.03996 2.46118 -1.25814
C -0.05869 -0.53912 -2.19046
O 0.08957 -0.26917 -3.30859
C -2.51494 0.29670 0.15586
O -3.56247 0.77089 0.05038
C 1.95792 0.19597 -0.14522
O 2.94654 0.71342 -0.47110
H -0.19068 -3.07218 0.79320
H -0.17590 -3.11326 0.00753
C -1.14903 0.65793 4.10909
P 0.06166 0.65523 2.73326
C 0.79220 2.32951 2.85807
C 1.47832 -0.26056 3.51037
H -1.96193 1.35231 3.87507
H -0.66320 0.99880 5.04288
H -1.52160 -0.35885 4.27682
H 1.12169 2.50086 3.88641
H 1.66733 2.40945 2.20858
H 0.03793 3.06965 2.57732
H 1.78134 0.26411 4.43358
H 1.15923 -1.29156 3.74105
H 2.33826 -0.28505 2.82079
*
```

---

3.
Computed, not measured: a single C7H11P molecule in a non-equilibrium geometry, with the ωB97M-V functional and the def2-TZVPD basis.

## Properties
F_max (eV/A): 5.802
Energy (eV): -16721.036
Frontier orbital gap (Ha): 0.336

ORCA input file:
```
! wB97M-V def2-TZVPD RIJCOSX def2/J DEFGRID3
* xyz 0 1
C -0.23905 1.90206 -0.92521
C 0.96947 1.10884 -0.83698
C -1.21542 1.63417 -0.04784
C 1.07114 -0.06067 -0.23303
C -1.14654 0.70240 1.12179
C -0.83317 -0.68039 0.72179
C 2.12690 -1.06582 -0.01703
P -1.35266 -1.67587 -0.85138
H -0.33835 2.72892 -1.68148
H 1.88831 1.46439 -1.40887
H -2.17800 2.23251 0.04672
H -0.39867 1.17524 1.73228
H -2.10173 0.84691 1.69832
H -0.71571 -1.43738 1.54595
H 2.66404 -1.06393 0.85155
H 2.96560 -0.75848 -0.74182
H 1.54200 -2.04751 -0.41908
H -2.26742 -2.36735 -0.08025
H -0.44073 -2.63804 -0.47544
*
```

---

Q: F_max of number 1 (C7H11O)?
A: 4.111 eV/A